Entry 1:
66
Properties=species:S:1:pos:R:3 method="wB97M-V/def2-TZVPD" relative_energy_kcal_mol=5.5 orbital_gap_ha=0.283 homo_energy_ev=-10.3 largest_force_ev_per_a=0.5 total_energy_ev=-63492.3829 molar_mass_da=611.00 total_charge=+1
Pd -0.233 0.342 -0.407
O -2.829 0.825 1.671
S -1.732 0.480 2.535
O -1.894 -0.657 3.405
N -0.406 0.312 1.615
C 0.806 0.054 2.267
C 1.024 -0.165 3.611
C 2.331 -0.341 4.108
C 3.429 -0.315 3.298
C 3.247 -0.125 1.911
C 4.303 -0.086 0.977
C 4.036 0.099 -0.350
C 2.704 0.229 -0.768
N 1.700 0.187 0.081
C 1.939 0.038 1.417
C -1.390 1.885 3.556
C -1.626 1.814 4.919
C -1.399 2.939 5.701
C -0.938 4.109 5.117
C -0.704 4.167 3.748
C -0.932 3.052 2.960
H 0.197 -0.218 4.301
H 2.453 -0.501 5.171
H 4.427 -0.443 3.695
H 5.321 -0.200 1.326
H 4.827 0.146 -1.085
H 2.441 0.374 -1.805
H -1.981 0.890 5.354
H -1.580 2.898 6.767
H -0.758 4.982 5.730
H -0.344 5.082 3.298
H -0.752 3.079 1.892
C -2.614 -3.744 1.710
N -3.360 -2.686 1.053
C -4.508 -2.117 1.766
C -2.760 -2.033 0.022
N -1.585 -2.212 -0.454
N -3.628 -1.133 -0.626
C -3.333 0.132 -1.070
N -4.448 0.774 -1.545
N -2.184 0.700 -1.026
H -3.300 -4.328 2.319
H -1.825 -3.345 2.355
H -2.180 -4.413 0.967
H -5.456 -2.423 1.313
H -4.446 -1.034 1.817
H -4.497 -2.485 2.788
H -1.043 -2.817 0.152
H -4.597 -1.236 -0.367
H -5.175 0.214 -1.959
H -4.325 1.682 -1.960
H -2.213 1.634 -1.417
C 0.899 -0.235 -4.949
P 0.116 -0.791 -3.436
C -1.567 -1.219 -3.865
C 0.961 -2.288 -2.913
O 0.243 0.330 -2.412
H 0.863 -1.018 -5.707
H 1.939 0.018 -4.745
H 0.385 0.650 -5.320
H -1.566 -1.929 -4.693
H -2.098 -0.316 -4.167
H -2.046 -1.670 -2.999
H 0.508 -3.170 -3.364
H 0.865 -2.365 -1.831
H 2.014 -2.241 -3.189



Entry 2:
56
Properties=species:S:1:pos:R:3 method="wB97M-V/def2-TZVPD" relative_energy_kcal_mol=0.0 orbital_gap_ha=0.221 homo_energy_ev=-11.5 largest_force_ev_per_a=1.2 total_energy_ev=-35283.5510 molar_mass_da=355.57 total_charge=+1
C 5.087 2.047 -1.465
C 4.780 1.490 -0.079
C 3.347 1.006 0.083
C 3.140 0.438 1.483
O 1.760 -0.031 1.634
C 1.486 -0.474 2.886
C 1.289 0.349 3.942
O 1.454 -1.818 3.005
Si 0.031 -2.774 2.789
C 0.767 -4.429 3.176
C -1.188 -2.218 4.075
C -0.533 -2.583 1.036
H 6.122 2.391 -1.511
H 4.955 1.283 -2.236
H 4.440 2.896 -1.699
H 5.457 0.659 0.147
H 4.968 2.258 0.680
H 2.654 1.840 -0.098
H 3.132 0.230 -0.665
H 3.791 -0.433 1.642
H 3.323 1.197 2.259
H 0.720 -0.046 4.782
H 1.469 1.413 3.811
H 0.013 -5.225 3.098
H 1.586 -4.652 2.476
H 1.177 -4.437 4.196
H -2.064 -2.886 4.043
H -0.753 -2.277 5.086
H -1.542 -1.193 3.896
H -1.434 -3.194 0.872
H -0.776 -1.539 0.795
H 0.242 -2.929 0.338
C 3.338 -0.672 5.566
C 2.493 -0.828 6.699
C 2.008 0.378 7.303
C 1.037 0.361 8.295
C 0.517 -0.867 8.742
C 1.036 -2.065 8.231
C 2.065 -2.057 7.289
C 4.109 -1.639 4.864
C 5.203 -1.159 4.078
C 5.972 -2.011 3.292
C 5.715 -3.392 3.303
C 4.695 -3.898 4.115
C 3.884 -3.046 4.861
H 3.517 0.365 5.260
H 2.440 1.324 6.969
H 0.694 1.304 8.726
H -0.265 -0.879 9.506
H 0.659 -3.022 8.607
H 2.573 -2.989 7.057
H 5.447 -0.095 4.145
H 6.786 -1.600 2.691
H 6.321 -4.063 2.687
H 4.530 -4.980 4.173
H 3.070 -3.472 5.445



Entry 3:
108
Properties=species:S:1:pos:R:3 method="wB97M-V/def2-TZVPD" orbital_gap_ha=0.240 homo_energy_ev=-5.0 largest_force_ev_per_a=1.6 total_energy_ev=-744400.1312 molar_mass_da=2309.48 total_charge=-1
C -2.102 1.011 -1.497
C -2.085 0.261 -0.132
Nb -0.108 -0.704 0.367
S 2.105 -1.825 0.620
C 0.104 0.733 2.130
C 1.373 0.720 2.967
C 1.415 1.979 3.886
Br 1.439 -0.828 4.193
H -1.108 1.186 -1.885
H -2.618 1.970 -1.411
H -2.671 0.420 -2.214
H -2.319 1.002 0.637
H -2.894 -0.467 -0.103
H 0.680 0.440 -0.848
H -0.507 -1.855 -0.991
H -0.978 -1.870 1.501
H 3.061 -0.897 0.500
H 0.065 1.732 1.677
H -0.728 0.702 2.830
H 2.280 0.746 2.376
H 2.326 2.553 3.739
H 0.533 2.585 3.710
H 1.370 1.696 4.933
C -3.743 1.432 4.292
Cl -3.133 -0.057 3.589
Cl -2.412 2.548 4.616
Cl -4.961 2.182 3.254
H -4.229 1.205 5.231
C 3.958 -3.556 5.981
Cl 2.334 -4.213 5.854
Cl 4.133 -2.573 7.438
Cl 5.170 -4.845 5.952
H 4.126 -2.917 5.124
C 5.931 2.683 3.243
Cl 4.984 3.600 4.416
Cl 6.929 1.470 4.043
Cl 4.899 1.923 2.039
H 6.586 3.374 2.732
C 2.962 0.113 -3.899
Cl 1.246 0.255 -4.269
Cl 3.263 0.396 -2.197
Cl 3.579 -1.476 -4.398
H 3.489 0.866 -4.468
C -6.442 1.023 -0.713
Cl -5.939 -0.085 -1.988
Cl -6.032 0.396 0.880
Cl -5.717 2.620 -0.939
H -7.517 1.121 -0.772
C 2.033 -1.853 -7.772
Cl 1.399 -3.458 -7.423
Cl 2.825 -1.813 -9.354
Cl 0.748 -0.657 -7.675
H 2.771 -1.614 -7.018
C 3.866 4.965 -0.759
Cl 5.255 4.806 0.324
Cl 4.399 5.007 -2.441
Cl 2.735 3.648 -0.499
H 3.366 5.895 -0.536
C -10.018 -0.919 -2.265
Cl -11.661 -1.253 -1.717
Cl -9.606 0.775 -1.970
Cl -8.860 -1.993 -1.489
H -9.977 -1.090 -3.331
C 3.150 8.810 -3.587
Cl 1.682 8.113 -4.266
Cl 3.450 8.180 -1.967
Cl 4.535 8.509 -4.638
H 3.013 9.879 -3.510
C -4.668 6.334 0.111
Cl -4.165 5.276 -1.204
Cl -4.255 5.626 1.670
Cl -3.956 7.942 -0.063
H -5.743 6.439 0.064
C -1.001 -5.330 3.790
Cl -0.188 -6.382 2.621
Cl -0.749 -5.946 5.433
Cl -0.453 -3.673 3.652
H -2.061 -5.361 3.582
C -0.537 -4.437 -2.583
Cl 0.872 -3.568 -3.193
Cl -0.259 -4.993 -0.928
Cl -1.976 -3.428 -2.654
H -0.691 -5.304 -3.210
C 2.161 -7.553 0.225
Cl 3.495 -7.388 1.365
Cl 2.752 -7.641 -1.432
Cl 1.173 -8.964 0.617
H 1.537 -6.672 0.306
C -15.257 0.656 -1.310
Cl -13.828 1.361 -2.058
Cl -14.855 -0.069 0.247
Cl -16.538 1.858 -1.130
H -15.623 -0.127 -1.958
C 10.243 3.477 4.550
Cl 11.874 3.980 4.102
Cl 9.923 3.819 6.248
Cl 9.043 4.256 3.519
H 10.167 2.408 4.402
C 8.864 -1.696 2.241
Cl 7.173 -1.968 2.639
Cl 9.349 -0.037 2.615
Cl 9.903 -2.852 3.080
H 8.988 -1.845 1.178
C -1.547 -6.123 -7.419
Cl -3.236 -6.545 -7.713
Cl -1.388 -5.109 -5.990
Cl -0.555 -7.576 -7.274
H -1.190 -5.558 -8.269